Entry from OMol25: the molecule C4H6O2 (ωB97M-V/def2-TZVPD).

Element x y z (Å)
O  -1.07  -0.48  -1.59
C  -1.18  -0.97  -0.49
C  -0.37  -0.54  0.70
C  0.27  0.83  0.48
C  1.25  0.74  -0.69
O  2.23  0.04  -0.64
H  -1.91  -1.79  -0.32
H  0.42  -1.29  0.85
H  -1.00  -0.56  1.60
H  -0.48  1.60  0.31
H  0.84  1.10  1.38
H  1.00  1.33  -1.59

Computed properties:
HOMO level, eV: -9.8
LUMO energy, eV: 0.89
Frontier orbital gap, eV: 10.7
F_max, eV Å⁻¹: 0.582
E, eV: -8339.46247

Entry from OMol25: the molecule C2N4O2 in a non-equilibrium geometry (ωB97M-V/def2-TZVPD).

Element x y z (Å)
N  -1.15  -0.03  -1.67
N  0.11  -0.15  -1.69
C  0.48  -0.07  -0.31
O  1.63  -0.32  0.32
N  1.18  -0.12  1.75
N  -0.08  0.22  1.63
C  -0.51  0.22  0.38
O  -1.65  0.28  -0.39

Computed properties:
HOMO level, eV: -11.5
LUMO energy, eV: -1.14
Frontier orbital gap, eV: 10.3
F_max, eV Å⁻¹: 10.085
E, eV: -12123.31738

Entry from OMol25: C10H20N3S as an isolated structure in a non-equilibrium geometry (ωB97M-V/def2-TZVPD).

Element x y z (Å)
C  0.41  1.78  1.30
C  1.38  0.44  -0.01
C  -2.27  1.03  2.04
C  -1.88  -2.40  -0.93
C  2.81  -1.21  -1.10
C  1.32  0.04  -2.58
C  -0.47  2.75  1.92
C  -1.43  1.93  2.89
C  -0.96  -1.21  -1.27
C  0.47  -1.62  -1.09
N  0.31  1.18  0.16
N  2.30  0.36  0.89
N  1.50  -0.50  -1.21
S  1.97  1.45  2.04
H  -3.11  0.48  2.53
H  -2.55  1.61  1.24
H  -1.61  0.30  1.55
H  -2.81  -2.46  -1.44
H  -1.31  -3.25  -1.28
H  -2.00  -2.52  0.20
H  3.09  -0.88  -0.13
H  2.71  -2.32  -1.22
H  3.48  -0.73  -1.72
H  1.04  -0.72  -3.31
H  0.57  0.72  -2.45
H  2.20  0.68  -2.89
H  0.05  3.50  2.59
H  -1.22  3.22  1.15
H  -0.90  1.35  3.68
H  -2.00  2.77  3.30
H  -1.37  -0.34  -0.65
H  -1.17  -1.02  -2.36
H  0.64  -2.06  -0.04
H  0.80  -2.35  -1.77

Computed properties:
HOMO level, eV: -13.6
LUMO energy, eV: -3.25
Total charge: +1
Frontier orbital gap, eV: 10.3
F_max, eV Å⁻¹: 3.700
E, eV: -25991.77916

Entry from OMol25: the molecule CH2F2O2S in a non-equilibrium geometry (ωB97M-V/def2-TZVPD).

Element x y z (Å)
O  -1.05  0.74  1.51
S  -0.06  0.78  0.49
O  0.01  2.31  -0.78
C  -0.04  -0.83  -0.50
F  -1.13  -1.52  -0.19
F  1.03  -1.49  -0.04
H  1.21  0.68  1.08
H  0.04  -0.66  -1.58

Computed properties:
HOMO level (alpha / beta), eV: -10.5 / -10.5
LUMO energy (alpha / beta), eV: -0.58 / -0.58
Frontier orbital gap (alpha / beta), eV: 9.9 / 9.9
F_max, eV Å⁻¹: 6.748
E, eV: -21429.34920

Entry from OMol25: C4H8FN as an isolated structure in a non-equilibrium geometry (ωB97M-V/def2-TZVPD).

Element x y z (Å)
C  1.50  -0.38  0.12
C  0.10  -0.62  -0.71
C  -1.08  0.23  -0.11
C  -2.19  -0.18  0.41
H  1.45  1.71  -0.81
H  1.38  1.44  1.63
H  1.33  -0.73  1.14
H  2.22  -1.16  -0.42
H  0.04  -0.35  -1.84
H  -0.07  -1.65  -0.42
H  -3.15  0.51  0.77
H  -2.46  -1.20  0.48
N  1.94  0.94  0.18
F  -1.02  1.47  -0.43

Computed properties:
HOMO level, eV: -8.9
LUMO energy, eV: -0.14
Frontier orbital gap, eV: 8.8
F_max, eV Å⁻¹: 5.725
E, eV: -8478.97245